No. 1
This record from the Open Molecules 2025 dataset describes a structure of composition C47H40Cl2GeN4O2RuS at a distorted geometry. The level of theory is ωB97M-V with the def2-TZVPD basis set.

## Properties
Electronic energy: -154424.13405 eV
<S²>: 0.76
Relative energy (zero: lowest compared OMol25 entry of this formula, charge and spin): 41.06 kcal per mole
Spin multiplicity: 2
HOMO energy (alpha / beta): -4.95 / -4.96 eV
Net charge: -1
Gap between HOMO and LUMO (alpha / beta): 7.4 / 6.4 eV

Last column: Löwdin charge in e.
Cartesian coordinates (Å):
Cl -5.443 0.603 0.538  0.66
C -2.081 2.849 1.715  -0.21
C 1.124 -5.107 -5.018  -0.11
H -6.349 2.957 -0.637  0.10
H -0.871 -1.381 -4.880  0.08
H -1.278 -3.904 0.780  0.06
C 3.982 2.526 -0.302  -0.12
C -3.300 1.459 -0.895  -0.67
H 0.873 5.543 -0.490  0.08
C 0.801 4.530 -0.090  -0.05
C 0.493 -4.637 -2.733  -0.01
H -0.206 -0.733 -3.382  0.02
C 2.517 0.084 -5.958  -0.10
C -2.879 -2.828 -3.699  -0.06
C 0.712 1.561 1.884  -0.49
H 5.645 -0.675 1.045  0.10
C 3.821 -0.457 -3.575  -0.12
C -2.340 1.610 2.523  -0.06
C -3.398 -3.914 -1.636  -0.05
S -2.455 0.014 -0.437  0.71
C -2.319 -3.303 -1.010  -0.22
C -1.792 -2.191 -3.109  -0.22
H -1.727 1.637 3.427  0.09
H 4.033 -1.117 -6.892  0.10
H -3.390 1.554 2.814  0.07
Cl -1.066 2.231 -2.204  0.73
C 0.556 -5.501 -3.816  -0.08
C 1.638 -3.825 -5.130  -0.08
H 2.083 -3.487 -6.059  0.09
C 3.472 1.287 -0.689  -0.34
H 5.444 3.596 0.847  0.10
H 0.139 -6.496 -3.717  0.10
C 4.087 0.144 -0.179  -0.15
H -2.091 0.704 1.973  0.01
C 1.336 0.189 1.782  -0.17
H 2.590 0.413 3.466  0.12
N 0.873 -0.589 0.783  0.01
H 2.000 0.298 -6.886  0.10
C -2.997 3.896 1.753  -0.05
C 2.043 0.608 -4.762  -0.15
C 2.270 -0.261 2.685  0.00
Ge 1.931 1.147 -1.914  0.83
C -1.501 5.297 0.524  -0.06
H -2.172 -2.383 0.916  0.05
C -2.190 -3.388 0.486  -0.04
C 1.582 -2.958 -4.050  -0.03
H 0.033 -4.943 -1.810  0.10
C 5.680 1.472 1.037  -0.10
H -3.054 -3.910 0.899  0.07
H 3.481 -1.947 3.238  0.11
H 3.523 3.435 -0.675  0.08
H 5.200 -1.590 -4.762  0.10
C -4.628 1.711 -0.524  -0.68
C 2.740 -1.561 2.550  -0.04
N 1.069 -2.332 -1.803  0.12
H 1.757 2.604 -2.427  -0.05
C 1.016 -3.341 -2.837  -0.21
O 0.598 -3.945 -0.042  -0.08
H -3.458 5.905 1.162  0.10
H 1.156 1.235 -4.777  0.09
C -3.405 3.545 -2.195  -0.11
C -0.568 4.269 0.458  -0.23
N -0.036 1.883 0.807  -0.05
N -0.316 -1.901 -1.190  0.00
Ru -0.080 0.451 -0.645  0.75
H 4.348 -0.681 -2.657  0.09
C 0.717 -2.745 -0.419  -0.60
H -3.122 -2.593 -4.729  0.11
C -0.898 3.017 0.982  -0.22
H -5.265 4.611 -2.146  0.10
C -3.658 -3.717 -2.984  -0.09
H 1.546 4.415 0.702  0.09
H -4.057 -4.535 -1.041  0.10
C -4.721 3.741 -1.806  -0.10
H -1.248 6.263 0.101  0.10
H -4.494 -4.215 -3.458  0.09
C 5.185 0.230 0.666  -0.10
C -2.740 2.428 -1.731  -0.60
H -1.806 -0.227 -3.914  0.07
H 1.975 -1.961 -4.143  0.06
O 0.868 2.223 2.905  0.06
H 1.159 -5.788 -5.860  0.09
H 3.694 -0.836 -0.431  0.09
C 2.679 0.342 -3.549  -0.36
H -2.892 4.251 -2.834  0.11
H 6.533 1.544 1.700  0.09
C 1.319 -1.836 0.644  -0.15
C 3.659 -0.705 -5.963  -0.11
C -1.455 -2.518 -1.791  -0.26
H 2.533 -3.391 1.400  0.12
H 1.063 3.831 -0.878  0.00
C 4.313 -0.968 -4.768  -0.10
C -5.327 2.820 -0.965  -0.13
C 5.070 2.622 0.555  -0.09
C -1.118 -1.077 -3.863  -0.05
H -3.930 3.752 2.286  0.11
C -2.729 5.105 1.137  -0.09
C 2.246 -2.359 1.535  0.01



No. 2
This record from the Open Molecules 2025 dataset describes the molecule C6H10FN at a distorted geometry. The level of theory is ωB97M-V with the def2-TZVPD basis set.

## Properties
Electronic energy: -10589.38505 eV
SMILES: CC1=C(C)N(F)CC1
Relative energy (zero: lowest compared OMol25 entry of this formula, charge and spin): 38.85 kcal per mole
HOMO energy: -7.96 eV
Gap between HOMO and LUMO: 9.0 eV

Last column: Löwdin charge in e.
Cartesian coordinates (Å):
H -0.610 -2.424 -1.248  0.09
N -1.572 0.149 -0.398  -0.06
F -2.697 -0.237 0.458  -0.08
H 0.268 -2.599 0.280  0.07
H 0.627 2.264 0.781  0.11
C -0.573 -2.115 -0.203  -0.03
H 2.148 -1.342 0.325  0.07
H -1.724 1.846 0.808  0.12
C -0.460 -0.638 -0.126  -0.24
H 2.736 0.101 -0.512  0.08
C 2.097 -0.258 0.297  -0.06
H 0.690 2.037 -0.969  0.12
H 2.499 0.135 1.233  0.08
H -1.499 -2.440 0.271  0.08
C 0.283 1.627 -0.038  -0.14
C 0.698 0.194 0.112  -0.20
C -1.251 1.544 -0.132  -0.14
H -1.659 2.157 -0.937  0.11



No. 3
This record from the Open Molecules 2025 dataset describes a structure of composition C34H54N4P2PdSi2 at a distorted geometry. The level of theory is ωB97M-V with the def2-TZVPD basis set.

## Properties
Electronic energy: -79883.70773 eV
<S²>: 6.02
Spin multiplicity: 5
HOMO energy (alpha / beta): -11.89 / -11.89 eV
Net charge: +2
Gap between HOMO and LUMO (alpha / beta): 6.7 / 2.8 eV

Last column: Löwdin charge in e.
Cartesian coordinates (Å):
C 2.489 -3.541 -9.675  0.03
H -1.587 -1.290 -8.388  0.10
H -3.482 -3.861 -0.521  0.05
C -4.488 -0.368 -8.324  -0.13
H 4.537 1.760 -8.773  0.11
H 2.241 0.359 -8.857  0.09
H 1.793 -1.413 -9.586  0.12
H 2.744 1.618 -3.941  0.07
H 0.433 1.277 -1.992  0.10
H -1.356 3.731 -8.854  0.10
H 0.973 -0.360 3.787  0.06
C -3.676 -2.488 2.220  -0.14
H 0.517 -0.440 -8.441  0.05
Si -0.695 -0.280 2.026  0.47
H 0.450 4.346 -3.734  0.11
C -1.304 3.487 -2.190  -0.11
N 2.724 -0.181 -6.807  -0.30
H -1.718 -0.990 4.256  0.04
C -1.178 -1.222 -7.361  -0.41
C -0.034 4.092 -1.635  -0.18
H 1.259 -2.188 0.454  -0.02
C -0.456 1.436 1.334  -0.15
H -5.742 -3.450 -8.406  0.10
H -3.286 4.483 -6.991  0.11
C -0.406 1.903 -3.980  -0.22
C 0.849 -0.936 2.857  -0.17
H 0.448 1.505 0.717  0.03
H -1.468 -4.860 2.485  0.05
H 0.098 0.544 -7.007  0.07
C -2.484 -4.044 -0.115  -0.17
H 0.799 -1.993 3.138  0.03
H -3.604 2.291 -5.438  0.09
H 0.844 0.163 -3.319  0.07
H -0.002 -3.956 2.010  0.04
H 1.717 -3.355 -0.876  0.01
H -2.487 2.368 -3.505  0.09
C 0.701 1.258 -3.090  -0.18
P -2.433 -0.392 -6.255  1.09
C 4.118 1.189 -7.956  -0.04
H -0.877 1.128 -4.606  0.03
H 2.348 -1.577 -0.898  0.03
H -1.384 0.738 4.180  0.05
H 3.123 -5.464 -8.698  0.13
H 0.473 3.501 -0.834  0.10
Pd -0.417 -1.854 -1.186  0.75
N 2.007 -2.497 -7.716  -0.19
H -1.315 1.698 0.707  0.04
H 5.549 1.452 -6.235  0.11
H -2.253 -0.616 0.096  0.05
C -1.026 -3.850 2.398  -0.17
C -1.424 -1.255 0.521  -0.35
H 2.596 -3.723 -10.737  0.13
H -2.219 3.835 -1.701  0.10
C -5.379 -1.276 -8.893  -0.08
H -0.979 -3.439 3.415  0.04
C -3.068 2.386 -6.365  -0.15
C 2.060 -2.344 -9.104  0.01
C -1.773 -0.113 3.594  -0.18
H -1.348 1.024 -8.794  0.10
C -4.218 -2.335 -7.248  -0.18
H -1.061 -2.266 -7.000  0.07
H -4.258 0.652 -8.594  0.10
H -4.394 -1.922 1.623  0.05
C 4.644 1.008 -6.630  -0.06
C 1.527 -2.296 -0.622  -0.13
H 3.812 -0.237 -4.936  0.10
C -2.821 3.510 -7.134  -0.07
P 1.498 -1.348 -6.375  1.13
C -5.200 -2.529 -8.212  -0.09
C 1.943 2.090 -3.377  -0.12
N -3.817 -0.986 -7.258  -0.28
H -3.472 -1.931 3.132  0.02
H -0.005 2.536 -4.788  0.12
Si -2.136 -2.837 1.253  0.40
C -1.909 3.112 -8.169  -0.06
H -4.134 -3.444 2.492  0.07
H 1.418 5.364 -2.636  0.12
C 0.175 -0.491 -7.392  -0.42
H -2.832 0.088 3.400  0.04
H -6.083 -1.054 -9.687  0.10
N -2.478 1.265 -6.973  -0.27
C 0.994 4.355 -2.784  -0.17
H -0.378 2.171 2.148  0.06
C 2.097 3.328 -2.864  -0.10
C 2.937 0.464 -8.033  -0.14
H -3.746 -3.027 -6.565  0.09
C 2.446 -3.791 -7.416  -0.01
H 2.491 -4.117 -6.387  0.13
H 3.020 3.689 -2.377  0.12
H -2.464 -5.055 0.314  0.06
C 3.778 0.161 -5.945  -0.15
H -1.742 -3.977 -0.922  0.01
H -0.302 5.041 -1.130  0.11
C 2.749 -4.452 -8.604  0.02
C -1.457 2.636 -3.219  -0.12
C -1.818 1.726 -8.119  -0.17
H 1.746 -0.778 2.252  0.03



No. 4
This record from the Open Molecules 2025 dataset describes a structure of composition C37H48N5O5SScSi. The level of theory is ωB97M-V with the def2-TZVPD basis set.

## Properties
Electronic energy: -96258.01451 eV
Relative energy (zero: lowest compared OMol25 entry of this formula, charge and spin): 3.35 kcal per mole
HOMO energy: -8.40 eV
Gap between HOMO and LUMO: 8.7 eV

Last column: Löwdin charge in e.
Cartesian coordinates (Å):
C 1.162 -6.570 2.172  -0.10
C -2.395 0.693 -1.102  -0.18
H 3.517 0.991 0.018  0.11
H -1.277 -3.527 4.165  0.10
C 2.796 -1.478 3.890  -0.22
H 0.708 0.060 5.419  0.10
C 3.753 -1.097 2.938  -0.09
C 0.474 -2.892 -2.311  -0.18
H -3.633 0.237 0.595  0.12
C -0.694 -2.859 -1.326  -0.62
H 0.051 -3.074 -3.299  0.12
C -2.171 -1.302 6.552  -0.10
C 4.435 -1.025 5.624  -0.09
C 0.262 -5.710 1.555  -0.07
H -2.946 -1.128 7.289  0.10
C 3.335 -3.885 -0.290  -0.03
S 2.650 -1.602 -1.644  0.60
H 2.780 -4.346 4.146  0.10
C 3.164 -1.435 5.236  -0.10
H -0.448 2.971 1.052  0.09
H 4.049 -3.205 -3.536  0.12
C -1.879 1.592 1.881  -0.19
C 3.401 -3.195 -1.494  -0.28
C -1.226 -2.644 4.793  -0.08
C -0.148 2.618 -2.137  -0.17
H 2.056 0.723 2.088  0.09
C -0.119 -0.640 5.490  -0.12
O -1.658 -3.581 -1.505  0.06
O 0.677 -1.142 1.994  -0.37
C 1.353 2.634 -1.913  -0.20
N -1.576 0.339 1.158  -0.09
H -1.464 -0.408 1.838  0.10
C -2.227 -2.420 5.732  -0.09
H 2.856 -3.436 0.569  0.10
C 2.065 -6.074 3.105  -0.10
C -0.707 2.553 2.030  -0.16
H -1.058 0.458 7.077  0.10
C -0.154 -1.757 4.649  -0.21
C 1.157 -3.843 2.822  -0.22
Sc 0.536 -0.407 0.161  1.00
H -0.436 -3.693 1.383  0.09
H 0.128 0.803 -3.277  0.12
O -0.568 -2.041 -0.323  -0.17
C 5.082 -7.124 -1.206  -0.05
C 0.537 1.930 2.655  -0.19
C -0.657 1.297 -2.699  -0.20
C -1.113 -0.411 6.432  -0.09
H -2.679 2.111 1.349  0.11
N 1.449 1.402 1.633  -0.10
H -1.500 1.473 -3.378  0.12
H 6.353 -0.319 4.968  0.10
H -0.396 3.436 -2.818  0.12
H -0.438 -6.085 0.818  0.11
H 5.752 -7.202 -0.349  0.08
N -1.058 0.375 -1.626  -0.09
H 2.449 -1.728 5.998  0.10
O 2.496 -1.157 -0.212  -0.44
H 1.674 3.299 0.786  0.11
C -2.643 -0.028 0.210  -0.19
N 1.867 1.469 -1.164  -0.08
H 3.502 -1.131 1.882  0.08
H 2.771 -6.743 3.583  0.10
O 3.545 -0.703 -2.345  -0.31
H 1.858 2.689 -2.884  0.13
C 4.549 -5.030 -2.509  -0.03
H 4.291 -7.864 -1.070  0.08
C 5.022 -0.682 3.320  -0.08
H 0.247 1.100 3.301  0.10
H 3.839 -5.685 0.735  0.11
H 3.069 2.781 1.724  0.13
H 2.311 0.853 -1.840  0.06
H -0.662 2.834 -1.196  0.09
C 4.002 -3.761 -2.607  -0.05
H 1.056 2.666 3.281  0.12
H 1.164 -7.624 1.921  0.10
H 1.049 -3.790 -2.053  0.12
C 5.364 -0.643 4.666  -0.09
H -2.444 1.772 -0.936  0.11
H -1.050 3.391 2.642  0.12
H 5.641 -7.389 -2.103  0.07
C 2.928 1.874 -0.227  -0.20
C 3.890 -5.151 -0.207  -0.02
H 1.617 3.550 -1.379  0.11
C 0.260 -4.360 1.880  -0.09
H -2.272 1.352 2.874  0.13
H 4.697 -1.002 6.674  0.10
H 5.026 -5.474 -3.375  0.11
Si 1.102 -2.019 3.268  0.49
N 1.276 -1.679 -2.326  -0.19
H 3.603 2.611 -0.676  0.13
H -3.047 -3.121 5.825  0.10
C 2.063 -4.722 3.422  -0.09
C 2.296 2.433 1.030  -0.19
C 4.500 -5.740 -1.311  -0.26
H 5.746 -0.396 2.566  0.10
H -2.614 -1.104 0.056  0.11
H -1.096 -0.554 -2.030  0.09
H -3.179 0.447 -1.825  0.13



No. 5
This record from the Open Molecules 2025 dataset describes a cluster of 2 separate species, C3H10N2 in total at a distorted geometry. The level of theory is ωB97M-V with the def2-TZVPD basis set.

## Properties
Electronic energy: -6251.61576 eV
SMILES: C=NC.CN
Relative energy (zero: lowest compared OMol25 entry of this formula, charge and spin): 41.80 kcal per mole
HOMO energy: -9.48 eV
Gap between HOMO and LUMO: 10.5 eV

Last column: Löwdin charge in e.
Cartesian coordinates (Å):
H -1.012 -1.126 1.656  0.07
N -1.516 -0.911 -0.249  -0.07
H 1.619 2.985 -0.592  0.07
H 1.296 0.288 0.367  0.01
H 0.369 2.403 0.282  0.07
H 0.400 1.765 -1.407  0.06
H -1.848 -2.604 1.051  0.08
H 0.046 -0.889 -1.614  0.07
H -2.821 -1.223 1.459  0.06
C -1.859 -1.504 1.063  -0.13
N 1.895 1.021 0.003  -0.07
C 0.996 2.082 -0.560  -0.18
H 2.450 0.698 -0.780  0.05
C -0.340 -1.169 -0.634  -0.14
H 0.326 -1.816 -0.044  0.08



No. 6
This record from the Open Molecules 2025 dataset describes the molecule C2H4N2O at a distorted geometry. The level of theory is ωB97M-V with the def2-TZVPD basis set.

## Properties
Electronic energy: -7164.46413 eV
SMILES: [H]/N=C(/N)C=O
Relative energy (zero: lowest compared OMol25 entry of this formula, charge and spin): 46.48 kcal per mole
HOMO energy: -9.65 eV
Gap between HOMO and LUMO: 9.5 eV

Last column: Löwdin charge in e.
Cartesian coordinates (Å):
C 0.164 -0.426 -1.041  -0.28
H 1.374 -1.445 0.855  0.09
N 0.892 -0.588 1.302  0.13
H -1.032 1.310 -0.461  0.11
C 0.131 -0.193 0.359  -0.48
N -0.705 0.979 0.533  0.05
H -0.445 0.273 -1.525  0.09
O 0.469 -1.448 -1.494  0.15
H -0.848 1.537 1.472  0.15